1.
{"formula": "C17H9Cl5F3FeN4O3S", "method": "ωB97M-V with the def2-TZVPD basis set", "de_lowest_kj_mol": 74.8, "e_tot_ha": -5360.4721, "homo_lumo_gap_ev": [7.25, 7.22], "molar_mass_g_mol": 639.5, "multiplicity": 5, "charge": -1, "species": ["C", "O", "C", "H", "N", "C", "F", "C", "Cl", "C", "Fe", "Cl", "C", "C", "H", "C", "H", "Cl", "C", "C", "C", "C", "C", "H", "S", "H", "N", "F", "O", "O", "C", "F", "N", "H", "H", "H", "H", "Cl", "C", "C", "C", "N", "Cl"], "xyz": [[2.18469, 1.31384, -0.94113], [-3.77390, -1.65605, -1.18593], [-1.20384, -5.14845, -1.26224], [-4.48890, -0.17483, 0.98919], [-2.91849, 3.97509, 2.16409], [0.16076, -5.40924, -1.08682], [-0.15495, -1.45795, 2.44712], [4.81386, 2.46260, -0.81933], [6.39766, 3.01414, -0.92008], [-3.91343, 1.88763, 1.44556], [0.68092, -1.30494, -0.36550], [1.05314, 3.83184, -0.93656], [-1.05131, -3.00137, -0.68176], [-2.79310, 2.74584, 1.62581], [-1.85980, -5.87869, -1.62839], [-3.76340, 0.64180, 0.83568], [-3.50889, 4.13462, 2.97076], [5.81536, -0.07697, -0.50946], [-2.56912, 0.44395, 0.08053], [2.42635, 2.77780, -0.91343], [0.90990, -0.89422, 1.82540], [4.57350, 1.06711, -0.80330], [-1.44269, 1.30630, 0.14140], [-4.91734, 2.06480, 1.93687], [-2.57157, -0.83518, -1.15219], [0.54010, -6.43920, -1.34371], [-1.21852, -1.64909, -0.57723], [2.05311, -1.45636, 2.41024], [1.04509, 0.81212, -1.11315], [-2.18594, -0.13510, -2.32264], [-1.56098, 2.34900, 1.02817], [0.94727, 0.42790, 2.10259], [-1.79697, -3.97822, -1.04966], [-0.71521, 2.93183, 1.29558], [2.04517, -4.47426, -0.47452], [-0.52046, 1.12347, -0.44747], [-2.07425, 4.53783, 2.25323], [3.94155, 5.03078, -0.90622], [0.94327, -4.41569, -0.58862], [3.35376, 0.49699, -0.97164], [3.73143, 3.34511, -0.87211], [0.33273, -3.15994, -0.41031], [3.05344, -1.17667, -1.26885]], "atomic_forces_ev_per_a": [[0.777, 1.689, -1.042], [1.048, 0.723, 0.428], [0.743, 1.404, 0.489], [0.236, 0.700, -0.676], [0.268, 2.356, 1.442], [-0.350, -2.425, -0.451], [-0.048, 0.285, 1.025], [-1.075, -1.053, 0.013], [1.319, 0.522, 0.165], [-0.607, -0.336, 1.482], [2.221, 3.822, 1.593], [0.044, -0.352, -0.065], [4.004, 2.307, 0.796], [-0.240, -2.579, -2.109], [-0.698, -1.227, -0.426], [1.649, 0.310, -0.575], [-0.102, -0.407, -0.294], [1.119, 0.049, -0.109], [-1.291, -0.167, 0.321], [0.833, -0.842, 0.319], [0.728, -0.998, -3.128], [0.827, 0.266, 0.053], [-1.498, -0.962, 0.153], [1.370, 0.199, -0.445], [0.242, -0.632, 2.062], [-0.325, 1.355, 0.403], [-3.072, -1.415, -1.182], [-0.581, 0.402, 0.379], [-0.424, -0.653, 0.114], [0.328, 0.252, -1.713], [-1.111, 0.544, 0.589], [-0.081, 0.236, 1.023], [-1.765, -1.858, -0.748], [0.782, 0.575, -0.122], [-0.942, 0.109, 0.211], [-0.972, 0.329, 0.636], [-0.240, -0.473, -0.202], [0.204, 0.407, -0.014], [-1.035, 3.650, -0.097], [-1.646, 1.360, 0.188], [-1.622, -2.054, -0.065], [0.538, -5.222, -0.558], [0.446, -0.195, 0.139]]}

2.
{"formula": "C18H10F5N3OPdS", "method": "ωB97M-V with the def2-TZVPD basis set", "de_lowest_kj_mol": 66.8, "e_tot_ha": -1956.1655, "homo_lumo_gap_ev": [4.23, 4.16], "molar_mass_g_mol": 517.8, "charge": 2, "species": ["C", "F", "C", "O", "C", "Pd", "H", "H", "C", "C", "F", "N", "H", "C", "C", "S", "C", "H", "C", "C", "H", "N", "H", "H", "F", "N", "H", "H", "H", "C", "C", "C", "F", "F", "C", "C", "C", "C", "C"], "xyz": [[0.40605, 0.62443, 2.40358], [4.51372, 4.33303, -0.26938], [-2.41918, -2.28348, -0.90956], [-2.75958, -3.42164, -0.81816], [3.87839, 3.18787, -0.22136], [-0.93490, 0.05623, -0.26128], [1.73058, -1.39761, 4.74913], [-0.06476, -3.21068, 0.48081], [-4.27346, -0.49271, -3.65405], [-2.90177, -1.26152, -1.87646], [1.96903, 4.12284, -1.13450], [-1.43005, -1.72596, -0.03378], [-4.19371, -2.55244, -2.96026], [-0.77755, -2.52816, 0.96666], [-0.05636, -1.60328, 1.90472], [0.28679, 1.82000, -1.14776], [2.58280, 3.06810, -0.65963], [-5.00277, -0.67143, -4.43236], [1.20032, -1.08609, 3.85919], [4.52454, 2.06087, 0.28954], [1.47307, 1.02789, 4.20423], [-2.40558, -0.02027, -1.67431], [-2.43337, 1.96867, -2.23282], [0.29163, 1.65957, 2.10970], [2.01141, -0.48367, -0.06343], [-0.14006, -0.29445, 1.58827], [-4.11739, 1.62173, -4.02318], [-1.50942, -3.17729, 1.45945], [0.70711, -3.08930, 3.23760], [2.58528, 0.70674, -0.07661], [-2.84114, 0.98667, -2.43292], [1.06780, 0.26407, 3.55618], [4.52101, -0.21891, 0.84654], [5.74858, 2.15446, 0.70162], [3.87365, 0.81609, 0.36093], [1.87032, 1.82983, -0.57607], [-3.82867, -1.53984, -2.85128], [0.63112, -2.03227, 3.02142], [-3.78350, 0.78190, -3.43041]], "atomic_forces_ev_per_a": [[-0.014, -0.066, 0.002], [-0.025, 0.012, -0.006], [1.070, 0.207, 0.902], [-0.212, -0.217, -0.191], [-0.050, 0.129, -0.022], [0.621, 0.345, -0.326], [0.002, 0.004, 0.001], [0.002, 0.019, 0.050], [0.014, -0.008, 0.041], [0.021, 0.284, 0.184], [-0.028, -0.024, -0.005], [-1.306, -0.047, -0.556], [0.001, -0.001, 0.026], [0.212, -0.214, -0.056], [-0.384, -0.184, -0.223], [-0.816, -0.329, 0.923], [0.130, 0.022, -0.267], [0.009, -0.002, -0.009], [-0.032, -0.104, -0.038], [0.097, -0.111, 0.051], [0.002, 0.004, -0.003], [0.121, -0.077, -0.860], [-0.010, 0.007, -0.045], [-0.012, 0.001, 0.016], [0.100, 0.039, -0.094], [0.672, 0.096, 0.059], [0.010, 0.003, 0.007], [0.042, 0.104, 0.158], [-0.042, 0.005, 0.005], [-0.162, -0.145, 0.321], [-0.012, -0.087, 0.021], [-0.023, 0.061, -0.017], [0.006, -0.044, -0.063], [-0.090, 0.004, -0.013], [0.095, 0.011, 0.024], [0.010, 0.096, -0.205], [-0.048, 0.050, -0.003], [0.065, 0.096, 0.213], [-0.035, 0.061, -0.002]]}

3.
{"formula": "C18H10F6InNPS5", "method": "ωB97M-V with the def2-TZVPD basis set", "de_lowest_kj_mol": 0.0, "e_tot_ha": -3868.5833, "homo_lumo_gap_ev": [7.45, 6.29], "molar_mass_g_mol": 660.4, "multiplicity": 2, "charge": 0, "species": ["C", "S", "C", "F", "S", "S", "C", "C", "S", "C", "N", "H", "F", "C", "H", "C", "C", "C", "H", "F", "F", "C", "C", "S", "H", "C", "F", "H", "H", "F", "C", "C", "H", "P", "H", "H", "H", "C", "In", "C", "C", "C"], "xyz": [[4.04456, -0.01839, -2.92693], [-1.80298, 0.05006, -2.52771], [4.43990, -0.00183, -1.62141], [-3.22508, 1.40577, 0.08859], [-3.78307, -4.61664, -5.23177], [-2.55069, -2.29035, -0.11328], [-2.40236, -1.50749, -2.75768], [3.84413, 0.01537, 0.78081], [-3.33284, -3.97322, -2.38015], [-1.54410, -0.02813, 4.39141], [1.14919, -0.02072, 0.10501], [-2.31812, -0.03923, 5.14895], [-3.16157, 3.12463, -1.44366], [1.72610, -0.03775, -2.24912], [0.07184, -0.04023, 5.80545], [2.88527, 0.01865, 1.73846], [-0.88505, 0.02332, 2.08152], [2.66913, -0.03647, -3.23785], [0.67826, -0.04847, -2.49949], [-4.11650, 3.48821, 0.59566], [-2.07413, 4.45781, 0.06856], [2.10453, -0.01957, -0.88864], [-3.30860, -3.58826, -4.07307], [-2.71681, -1.98637, -4.39587], [4.77935, -0.01622, -3.72298], [-0.20552, -0.03220, 4.75846], [-1.22940, 2.36651, -0.49181], [-2.92605, 0.02257, 2.75470], [4.89379, 0.02723, 1.05426], [-2.18486, 2.75077, 1.56788], [-1.88345, -0.00057, 3.04639], [0.78684, -0.02117, 3.79338], [2.35543, -0.04730, -4.27611], [-2.70743, 3.01268, 0.06920], [3.17302, 0.03804, 2.77559], [1.81454, -0.03376, 4.12646], [5.49212, 0.01330, -1.35701], [-2.70875, -2.46993, -1.77288], [-1.29713, 0.05722, -0.01173], [0.45939, 0.00267, 2.43301], [3.48231, -0.00281, -0.58210], [1.51481, 0.00225, 1.37746]], "atomic_forces_ev_per_a": [[0.007, 0.000, -0.062], [0.030, 0.196, 0.408], [0.046, -0.006, 0.044], [-0.100, -0.230, -0.167], [-0.023, -0.037, -0.074], [0.171, 0.140, 0.032], [0.006, -0.012, -0.155], [0.106, -0.004, 0.003], [0.016, 0.055, -0.027], [-0.037, -0.006, -0.024], [-0.049, 0.033, -0.133], [0.025, 0.009, -0.013], [-0.034, -0.124, -0.182], [-0.056, 0.008, 0.119], [-0.016, -0.018, -0.037], [0.041, 0.012, 0.061], [-0.223, 0.045, -0.568], [0.046, -0.003, -0.052], [-0.041, -0.010, -0.035], [-0.136, -0.035, -0.009], [0.067, 0.072, -0.150], [0.028, -0.011, 0.097], [-0.004, -0.004, 0.050], [0.008, -0.020, 0.073], [-0.049, 0.000, 0.044], [0.012, 0.006, 0.023], [0.080, -0.197, 0.111], [-0.008, 0.025, 0.006], [-0.039, 0.007, -0.026], [0.097, 0.046, -0.124], [0.182, 0.006, 0.075], [0.068, -0.012, -0.029], [0.014, 0.004, 0.090], [0.106, 0.285, 0.576], [-0.026, 0.005, 0.026], [-0.005, 0.005, 0.004], [-0.066, 0.000, -0.018], [-0.064, -0.093, 0.062], [0.061, -0.105, -0.125], [-0.071, -0.025, 0.260], [-0.073, 0.003, -0.033], [-0.100, -0.009, -0.122]]}

4.
{"formula": "C18H11BF12IrN3O8S2", "method": "ωB97M-V with the def2-TZVPD basis set", "de_lowest_kj_mol": 19.0, "e_tot_ha": -3583.1065, "homo_lumo_gap_ev": 7.34, "molar_mass_g_mol": 892.4, "charge": -2, "species": ["N", "H", "F", "C", "C", "O", "C", "F", "F", "O", "H", "O", "N", "C", "F", "O", "S", "H", "F", "O", "C", "B", "H", "C", "H", "C", "H", "F", "C", "F", "C", "C", "S", "C", "F", "H", "H", "C", "C", "O", "C", "C", "H", "Ir", "O", "C", "F", "C", "H", "N", "C", "F", "F", "F", "H", "O"], "xyz": [[-0.14510, 2.01527, 0.74735], [4.58345, -0.36979, -2.76312], [-1.09756, -5.22287, 1.58368], [2.98261, -1.94273, 2.57211], [3.84666, -1.78099, 1.52903], [-3.27900, 3.52943, 0.18560], [1.28137, -0.76383, 1.34188], [-0.84008, -0.57203, -4.82259], [-4.47759, 0.09526, -0.14563], [-2.05267, 3.88381, 4.44221], [0.31994, 2.47207, 3.90210], [-3.35296, 4.12088, 2.65898], [0.56008, 1.90824, 1.87122], [-2.26343, 3.69459, 3.26177], [1.34326, 0.13221, -4.87290], [-2.22393, -0.11298, 1.28406], [-1.44134, -3.54399, -0.43735], [0.94904, -1.60104, 3.25933], [-3.77714, -0.92642, -1.91144], [-1.92940, 2.28867, -1.11414], [3.92783, -0.39800, -1.89968], [0.02037, 0.48639, -4.64012], [0.25481, -0.44045, 1.26566], [-3.83261, -0.98407, -0.59449], [-3.35466, 3.89594, 1.66067], [-1.27191, 2.97084, 2.42536], [0.25841, 3.72043, -1.79884], [1.70466, 3.45599, -0.44108], [0.97806, 2.94071, -1.51816], [-3.14463, -5.07345, 0.90565], [2.63981, 0.16483, -1.99507], [-1.26463, 2.65145, 1.05583], [-2.12248, -1.02643, 0.18418], [-0.08379, 2.46082, 2.90526], [-0.34350, 1.59185, -5.39335], [1.42912, 1.39364, 1.85423], [3.30117, -2.46518, 3.46662], [1.66808, -1.44142, 2.46460], [3.46503, -1.09696, 0.34534], [-1.23356, -0.67123, -0.91497], [-2.26044, 2.85166, -0.04482], [-1.87106, -5.07145, 0.50405], [4.85111, -2.18852, 1.58703], [0.01967, 1.22870, -1.12973], [-2.33871, -3.55806, -1.55803], [2.16208, -0.52707, 0.24984], [1.89068, 2.88348, -2.54166], [1.76674, 0.20297, -0.92699], [2.34128, 0.59081, -2.93756], [-1.88443, -2.49013, 0.69004], [4.35165, -0.99288, -0.74702], [-1.68681, -6.13515, -0.28869], [-0.08469, 0.91579, -3.20746], [-4.54039, -2.05635, -0.22469], [5.33470, -1.44765, -0.68058], [-0.03316, -3.64562, -0.65353]], "atomic_forces_ev_per_a": [[-0.562, -0.872, -0.131], [-0.030, 0.026, -0.023], [0.013, -0.014, 0.012], [0.016, 0.036, 0.021], [0.007, 0.018, -0.006], [-0.032, -0.048, -0.048], [-0.012, -0.285, -0.108], [-0.011, -0.004, 0.069], [0.016, 0.052, -0.055], [-0.022, -0.010, 0.026], [0.037, 0.003, -0.016], [0.010, 0.038, 0.090], [0.215, 0.144, -0.042], [0.020, 0.012, -0.025], [-0.026, 0.014, 0.030], [0.029, -0.165, 0.133], [-0.296, -0.191, 0.083], [0.011, -0.059, -0.004], [0.028, -0.068, -0.017], [-0.171, 0.068, -0.707], [-0.087, -0.155, -0.039], [0.024, -0.039, -0.237], [0.034, -0.009, -0.003], [-0.036, 0.076, 0.140], [-0.024, -0.015, -0.053], [0.065, 0.061, 0.017], [0.019, 0.044, 0.060], [0.057, 0.025, -0.021], [-0.080, -0.146, -0.132], [-0.024, -0.020, -0.038], [0.155, 0.058, 0.187], [-0.071, 0.245, 0.197], [-0.016, 0.041, -0.087], [0.007, 0.099, -0.019], [-0.009, 0.037, 0.053], [0.000, 0.022, 0.003], [-0.044, -0.026, -0.001], [-0.004, 0.061, 0.027], [0.010, 0.030, 0.075], [-0.045, 0.086, 0.137], [0.270, -0.122, 0.188], [-0.004, 0.077, 0.146], [0.003, 0.006, -0.033], [0.306, 0.985, 0.867], [0.090, -0.055, -0.057], [0.007, 0.050, -0.019], [-0.024, 0.039, -0.052], [-0.097, -0.051, -0.250], [0.058, 0.117, -0.021], [0.202, 0.098, -0.371], [0.033, -0.084, -0.067], [0.021, -0.011, -0.015], [-0.062, -0.266, 0.009], [-0.006, -0.034, -0.027], [0.019, 0.057, 0.059], [0.014, 0.024, 0.093]]}

5.
{"formula": "C18H11Br2IrN3O6", "method": "ωB97M-V with the def2-TZVPD basis set", "de_lowest_kj_mol": 72.3, "e_tot_ha": -6560.0689, "homo_lumo_gap_ev": [7.90, 6.49], "molar_mass_g_mol": 717.3, "multiplicity": 2, "charge": 2, "species": ["C", "H", "H", "O", "C", "C", "C", "O", "C", "H", "H", "C", "O", "H", "C", "C", "O", "Ir", "H", "C", "C", "Br", "Br", "H", "C", "H", "C", "C", "H", "O", "C", "N", "O", "N", "H", "H", "C", "C", "C", "N", "C"], "xyz": [[-0.25853, 1.81583, -1.81010], [-3.25315, 1.60377, 2.52516], [5.50777, -1.45849, -0.41477], [0.17106, -0.56366, 1.85221], [-2.23512, 2.79802, -0.49914], [-1.40614, -2.67831, 0.51453], [-2.69346, -3.21767, 0.46549], [3.35477, -3.19411, -0.42129], [-3.00969, 2.68660, 0.65864], [-4.63344, -3.13252, -0.41818], [0.26936, 2.57539, -3.45478], [-2.69175, 1.72818, 1.60838], [-1.60010, -0.62802, 3.22057], [4.84946, 2.65321, 0.69581], [-1.60007, 0.90535, 1.36960], [-1.99595, -1.20345, -1.18452], [1.48154, -2.00575, -0.28325], [0.57812, -0.39667, 0.02427], [-2.44814, 3.53993, -1.25678], [4.86865, -0.62267, -0.16538], [-3.26774, -1.69250, -1.26937], [-0.25657, -3.49141, 1.72664], [1.87905, 2.65835, 0.95760], [6.42495, 0.84081, 0.05674], [4.49140, 1.66311, 0.45521], [-1.65049, -0.44939, -1.87589], [-1.17962, 1.92675, -0.65978], [3.13606, 1.38822, 0.48793], [-3.95134, -1.29439, -2.00555], [0.57113, 0.89874, -1.82703], [2.84519, -2.13492, -0.29385], [-1.06113, -1.65164, -0.29732], [-0.37460, 2.71442, -2.73575], [-0.88705, 1.00678, 0.26008], [-3.85439, 3.34574, 0.80674], [-2.92559, -4.03466, 1.13266], [5.36231, 0.64429, 0.10625], [-3.63427, -2.71769, -0.40019], [-1.07563, -0.17648, 2.26095], [2.64349, 0.17248, 0.19332], [3.50966, -0.82155, -0.10589]], "atomic_forces_ev_per_a": [[0.159, 0.092, 0.165], [-0.022, 0.016, -0.010], [0.011, -0.007, 0.016], [0.388, -0.071, 1.058], [-0.110, 0.060, 0.023], [-0.222, -0.007, -0.265], [0.087, -0.099, 0.068], [0.329, 0.026, -0.048], [0.060, 0.022, -0.103], [0.006, 0.004, 0.004], [-0.017, 0.024, -0.027], [0.063, -0.120, 0.048], [-0.149, 0.160, 0.013], [-0.021, 0.014, 0.007], [-0.211, 0.076, -0.004], [0.303, -0.230, -0.112], [0.953, -0.607, -0.504], [-0.493, -1.255, -1.433], [-0.018, -0.008, 0.000], [-0.091, -0.225, -0.043], [0.026, -0.059, -0.066], [0.196, -0.077, 0.017], [-0.095, 0.771, 0.233], [0.005, -0.016, 0.024], [0.007, 0.001, -0.023], [-0.034, 0.049, 0.034], [-0.063, -0.006, -0.120], [-0.101, -0.801, -0.222], [0.015, -0.008, -0.001], [0.214, -0.518, -0.064], [-0.480, -0.212, -0.066], [-1.014, 0.611, 0.241], [0.045, -0.116, -0.020], [0.216, 1.038, 0.344], [0.017, 0.015, 0.022], [-0.005, -0.003, -0.002], [0.075, 0.128, 0.013], [-0.063, 0.005, -0.066], [0.320, -0.127, 0.238], [-0.082, 1.063, 0.387], [-0.205, 0.400, 0.244]]}